--- A ---
16
Properties=species:S:1:pos:R:3:mulliken_charge:R:1 method="wB97M-V/def2-TZVPD" gap_ev=4.5545 e_homo_ev=-8.268
N -1.48293 1.09049 0.71968 -0.608
C -0.48942 -0.04928 0.46878 0.152
C -0.35869 -0.58049 -1.03810 -0.724
S 1.18784 -1.45295 -1.36759 -0.162
C 0.69637 0.41765 1.33825 -0.237
N 0.35991 0.06809 2.66667 -0.629
H 1.15907 -0.49942 -4.02540 -0.258
H 0.88102 -0.38393 -4.80192 0.244
H -2.43051 0.87801 0.34828 0.255
H -0.97011 -0.99417 0.86292 0.255
H -0.38698 0.25781 -1.81926 0.308
H -1.22746 -1.20468 -1.17765 0.357
H 1.78236 -0.18193 0.85508 0.235
H 0.81392 1.55903 0.99071 0.252
H 1.08005 0.47389 3.26062 0.251
H -0.61443 0.60187 2.71893 0.310

=====

--- B ---
16
Properties=species:S:1:pos:R:3:mulliken_charge:R:1 method="wB97M-V/def2-TZVPD" gap_ev=10.0736 smiles=NC[C@@H](N)CS e_homo_ev=-9.057
N -1.13346 0.17185 0.98510 -0.544
C -0.21536 0.05020 -0.18729 0.509
C 0.29300 1.54422 -0.51639 -0.871
S -1.07210 2.77407 -0.85083 -0.168
C 0.95533 -0.84663 0.09656 -0.545
N 0.62955 -2.31316 -0.08448 -0.577
H -1.79632 0.82618 0.64845 0.080
H -1.57059 -0.63591 1.45907 0.225
H -0.67590 -0.30257 -1.17710 0.051
H 0.87648 1.97092 0.25208 0.400
H 0.92962 1.52604 -1.45731 0.343
H -1.90793 2.09693 -0.09131 0.061
H 1.36684 -0.58609 1.09553 0.328
H 1.74851 -0.61111 -0.72658 0.278
H 1.47022 -2.82615 -0.07172 0.229
H 0.10208 -2.83879 0.62623 0.201

=====

B (645.8 kJ/mol below the next structure)

=====

--- A ---
16
Properties=species:S:1:pos:R:3:mulliken_charge:R:1 method="wB97M-V/def2-TZVPD" gap_ev=9.6057 smiles=NC[C@H](N)CS e_homo_ev=-8.642
N 0.65001 0.90039 -0.98400 -0.620
C 0.05165 -0.23536 -0.28328 0.101
C 0.25782 0.05529 1.20265 -0.769
S -0.86332 1.41474 1.66589 -0.245
C 0.67875 -1.58936 -0.85805 -0.538
N -0.12255 -1.91997 -2.02163 -0.550
H 0.44466 0.88204 -1.97659 0.231
H 1.66274 0.91707 -0.90552 0.233
H -1.01418 -0.37903 -0.58541 0.355
H 1.30655 0.33443 1.30119 0.325
H -0.02422 -0.75046 1.88876 0.358
H -0.20774 2.38776 0.96601 0.140
H 1.79141 -1.50089 -1.09628 0.182
H 0.58088 -2.33141 -0.04800 0.402
H -0.03540 -2.92228 -2.11144 0.212
H 0.05432 -1.43173 -2.88221 0.183

=====

--- B ---
16
Properties=species:S:1:pos:R:3:mulliken_charge:R:1 method="wB97M-V/def2-TZVPD" gap_ev=9.9690 smiles=NCNCCS e_homo_ev=-8.962
C -0.26701 0.46614 0.09795 -0.683
C -1.02324 1.40668 0.99429 -0.514
S -1.77378 2.73277 -0.11988 -0.251
N 0.28605 -0.71652 0.79351 -0.391
C 1.19551 -1.39773 -0.11994 -0.430
N 0.54281 -1.81161 -1.39127 -0.586
H 0.56126 1.02795 -0.33722 0.269
H -0.90118 0.10649 -0.71431 0.380
H -1.95627 1.02712 1.39283 0.279
H -0.37825 1.93501 1.68660 0.383
H -1.20677 3.86704 0.29402 0.113
H -0.48401 -1.33516 1.00594 0.240
H 1.65232 -2.28006 0.32326 0.369
H 1.99209 -0.66521 -0.27128 0.358
H 0.66418 -2.80857 -1.43842 0.253
H 1.09629 -1.55435 -2.19607 0.210

=====

A (9.6 kJ/mol below the next structure)

=====

--- A ---
16
Properties=species:S:1:pos:R:3:mulliken_charge:R:1 method="wB97M-V/def2-TZVPD" gap_ev=9.9486 smiles=NCNCCS e_homo_ev=-8.973
C 0.02019 0.17945 -0.22205 -0.736
C -1.37991 0.59358 0.17669 -0.528
S -1.43795 2.29146 0.85019 -0.244
N 0.19057 -1.23794 -0.56620 -0.301
C 1.55559 -1.54900 -0.96766 -0.489
N 2.22394 -2.60529 -0.19131 -0.631
H 0.43858 0.82476 -1.00894 0.351
H 0.65695 0.28907 0.66070 0.358
H -1.79287 -0.05977 0.92819 0.370
H -2.06844 0.53250 -0.67532 0.355
H -0.10212 2.48164 0.96327 0.111
H -0.51825 -1.66705 -1.14950 0.249
H 1.61056 -1.91803 -1.99715 0.303
H 2.17543 -0.64059 -1.04269 0.339
H 2.81614 -2.23451 0.54172 0.235
H 1.53064 -3.16744 0.32093 0.256

=====

--- B ---
16
Properties=species:S:1:pos:R:3:mulliken_charge:R:1 method="wB97M-V/def2-TZVPD" gap_ev=9.6729 smiles=NCNCCS e_homo_ev=-8.701
C 0.89795 0.50737 -0.36545 -0.971
C 1.64513 -0.18410 0.78314 -0.395
S 2.84114 1.08147 1.39339 -0.247
N -0.21055 -0.30616 -0.79312 -0.258
C -1.49204 -0.20520 -0.17819 -0.383
N -2.61249 -0.22906 -1.12662 -0.713
H 1.60307 0.42707 -1.19683 0.378
H 0.67721 1.56882 -0.22313 0.462
H 0.92599 -0.21505 1.59417 0.335
H 2.17210 -1.01906 0.34807 0.352
H 3.36151 0.47590 2.47110 0.117
H -0.28600 -0.38227 -1.79351 0.237
H -1.54509 0.62137 0.54513 0.306
H -1.73505 -1.01944 0.53420 0.268
H -3.42356 0.05973 -0.59045 0.255
H -2.81930 -1.18139 -1.40188 0.259

=====

A (36.8 kJ/mol below the next structure)

=====

--- A ---
16
Properties=species:S:1:pos:R:3:mulliken_charge:R:1 method="wB97M-V/def2-TZVPD" gap_ev=9.3076 smiles="[H]/N=C/N.CSC" e_homo_ev=-8.438
C -0.78685 2.11156 -0.34910 -0.860
S 0.06884 1.29187 0.94086 -0.061
C 1.70590 1.71982 0.74262 -0.727
H -0.63141 3.21285 -0.13301 0.291
H -0.32571 1.94804 -1.33941 0.299
H -1.83601 1.90771 -0.29383 0.346
H 2.28402 0.86756 0.83444 0.320
H 1.97561 2.60467 1.43242 0.254
H 1.78778 2.19358 -0.23876 0.251
N -0.63630 -1.91855 0.77944 -0.505
C -0.96703 -2.73671 -0.33905 -0.115
N -0.63943 -2.61723 -1.62929 -0.634
H 0.10222 -2.47232 1.17338 0.278
H -0.40886 -0.96727 0.36455 0.196
H -1.29174 -3.60614 -0.00276 0.434
H -0.40104 -3.53943 -1.94250 0.233

=====

--- B ---
16
Properties=species:S:1:pos:R:3:mulliken_charge:R:1 method="wB97M-V/def2-TZVPD" gap_ev=7.6391 e_homo_ev=-7.149
C -1.65383 -0.74986 0.59533 -0.896
N -0.22218 -0.52580 0.50762 -0.116
C 0.46302 -0.10980 1.51580 0.258
N 1.79234 0.08682 1.46231 -0.319
H -1.93039 -1.75106 0.28339 0.302
H -2.15807 -0.08002 -0.10696 0.290
H -2.03938 -0.57372 1.59664 0.324
H 0.40096 -0.56909 -0.50598 0.031
H -0.03187 0.05731 2.47600 0.280
H 2.26950 0.03079 0.58164 0.158
H 2.23211 0.53544 2.26469 0.243
C 0.05644 0.84443 -2.14980 -0.629
S 1.38738 -0.42020 -1.85385 -0.554
H 0.26093 1.67066 -1.45551 0.206
H 0.07524 1.21424 -3.19108 0.287
H -0.90221 0.33986 -2.02023 0.134

=====

B (131.7 kJ/mol below the next structure)

=====

--- A ---
20
Properties=species:S:1:pos:R:3:mulliken_charge:R:1 method="wB97M-V/def2-TZVPD" gap_ev="8.7745 / 7.9044" e_homo_ev="-7.725 / -9.285" multiplicity=3
C -0.24252 1.84487 2.97773 -0.338
C 0.28756 0.55097 2.83174 -0.473
C -0.87189 2.46553 1.93593 -0.356
C 0.11447 -0.18203 1.65129 -0.501
C -0.98643 1.85640 0.69244 -0.576
C -0.38554 0.60476 0.51247 0.718
C -0.56735 -1.39346 -0.91148 -0.424
C 0.80104 -1.34535 -2.92887 -0.660
N -0.76026 0.01808 -0.63366 -0.453
N 0.77310 -1.33030 -1.45075 -0.333
H -0.07581 2.37314 3.99896 0.245
H 0.82967 0.16672 3.62865 0.421
H -1.35564 3.40616 2.06364 0.378
H 0.31850 -1.22095 1.47689 0.343
H -1.40836 2.19129 -0.16853 0.535
H -0.57805 -2.13363 -0.13066 0.254
H -1.28561 -1.74449 -1.67846 0.389
H -0.22165 -1.44550 -3.27680 0.286
H 1.45405 -0.55765 -3.39148 0.267
H 1.41145 -2.11537 -3.20449 0.278

=====

--- B ---
20
Properties=species:S:1:pos:R:3:mulliken_charge:R:1 method="wB97M-V/def2-TZVPD" gap_ev="7.1579 / 6.7310" e_homo_ev="-6.205 / -9.188" multiplicity=3
C -1.44800 1.18406 0.67414 -1.099
C -1.20743 -0.21666 1.09684 0.037
C -0.50132 1.80822 -0.03661 -0.148
C 0.00786 -0.91443 0.71274 -0.049
C 0.75473 1.14676 -0.35289 -0.477
C 1.02221 -0.19739 0.02736 0.085
C 2.44716 -0.64672 -0.02928 -0.204
C -1.50747 -1.11475 -1.18054 -0.652
N 3.40055 0.13457 0.25226 -0.669
N -1.25459 -1.32338 0.15182 -0.287
H -2.24479 1.71806 1.05258 0.503
H -1.77518 -0.54446 1.96300 0.380
H -0.56623 2.86311 -0.20260 0.429
H 0.21087 -1.72104 1.40952 0.393
H 1.49481 1.81613 -0.83999 0.358
H 2.75358 -1.70855 -0.29156 0.351
H -0.77295 -0.41791 -1.75205 0.243
H -1.37730 -2.13960 -1.67912 0.263
H -2.56132 -0.82853 -1.38233 0.270
H 3.12480 1.10251 0.40672 0.275

=====

A (109.9 kJ/mol below the next structure)